(1)
3 unconnected molecules or ions with the total composition C6H12O2, computed with ωB97M-V/def2-TZVPD.

Calculated values
HOMO level	-8.5	eV
LUMO	0.422	eV
net charge	0
HOMO-LUMO gap	8.905	eV
ΔE to the lowest compared entry with this formula, charge and spin	3.670	eV

```
20
Properties=species:S:1:pos:R:3:nbo_charge:R:1
C -0.36 -1.11 -1.73 -0.349
C 0.67 -0.72 -0.98 -0.247
C 0.53 0.12 0.23 -0.077
C -0.38 1.13 0.33 -0.367
C 1.65 0.03 1.25 -0.206
C 1.47 0.58 2.46 -0.375
H -0.27 -1.66 -2.63 0.197
H -1.43 -0.74 -1.66 0.195
H 1.68 -1.04 -1.29 0.213
H -0.39 1.82 1.11 0.197
H -1.17 1.17 -0.46 0.207
H 2.57 -0.44 0.92 0.207
H 2.20 0.34 3.20 0.198
H 0.50 1.01 2.81 0.202
O -2.32 -1.78 1.49 -0.951
H -2.46 -2.51 2.12 0.477
H -2.60 -1.99 0.62 0.475
O -0.17 1.68 -2.92 -0.918
H 0.47 1.42 -2.31 0.463
H -0.20 2.69 -2.54 0.458
```

=====

(2)
A single C6H12O2 molecule, computed with ωB97M-V/def2-TZVPD.

Calculated values
HOMO level	-9.9	eV
LUMO	0.732	eV
net charge	0
HOMO-LUMO gap	10.635	eV
ΔE to the lowest compared entry with this formula, charge and spin	3.053	eV

```
20
Properties=species:S:1:pos:R:3:nbo_charge:R:1
C -0.11 1.59 -0.28 -0.368
C -0.05 0.33 -0.16 -0.040
C 1.24 -0.43 0.06 0.066
C 2.51 0.27 0.58 -0.629
O 1.47 -1.57 -0.97 -0.721
C -1.24 -0.58 0.00 0.068
C -2.62 -0.05 -0.57 -0.624
O -1.47 -1.04 1.31 -0.713
H -1.07 2.07 -0.34 0.201
H 0.73 2.18 -0.11 0.195
H 0.89 -0.99 0.86 0.172
H 2.55 1.29 0.16 0.199
H 3.40 -0.28 0.41 0.233
H 2.35 0.35 1.62 0.215
H 1.80 -1.12 -1.74 0.457
H -1.04 -1.57 -0.59 0.184
H -3.25 -0.90 -0.47 0.225
H -2.81 0.90 0.00 0.205
H -2.49 0.17 -1.70 0.207
H -0.79 -0.60 1.93 0.466
```

=====

What is the formula in the first record?
C6H12O2